1.
Here is a gas-phase ion, C4H6N5O (charge -1) in a non-equilibrium geometry from the OMol25 dataset. Energies are from the ωB97M-V functional and the def2-TZVPD basis.

Positions of all 16 atoms, in Å:
C -2.01 -1.05 -0.03
N -0.81 -0.21 -0.04
C -0.92 1.23 0.10
C 0.37 -0.91 -0.10
O 0.38 -2.15 -0.22
C 1.59 -0.10 0.01
N 1.79 1.22 -0.30
N 3.09 1.42 -0.20
N 3.67 0.26 0.20
N 2.73 -0.67 0.31
H -2.63 -0.48 0.56
H -2.53 -1.05 -1.00
H -1.84 -2.13 0.30
H -1.70 1.46 -0.70
H -1.29 1.38 1.06
H 0.13 1.78 0.07

## Properties
Total charge: -1
M, u: 140.13
Structure (SMILES): CN(C)C([O-])=C1N=NN=N1
Calculated total energy, hartree: -505.050085
Energy above the lowest of the compared OMol25 structures with the same formula, charge and spin, kJ/mol: 0.0
HOMO-LUMO gap, eV: 8.618

***

2.
Here is a gas-phase ion, C4H6NO (charge +1) in a non-equilibrium geometry from the OMol25 dataset. Energies are from the ωB97M-V functional and the def2-TZVPD basis.

Positions of all 12 atoms, in Å:
C -0.08 0.54 0.69
C -0.91 -0.33 0.45
C 0.82 1.23 -0.57
C -1.72 -1.43 0.23
N 2.02 0.81 -0.47
O 0.24 1.95 -1.28
H 0.27 1.08 1.45
H -2.65 -1.15 0.53
H -1.52 -2.40 0.75
H -1.70 -1.60 -0.81
H 2.66 0.81 -1.27
H 2.58 0.48 0.31

## Properties
Total charge: +1
M, u: 84.10
Calculated total energy, hartree: -285.627209
Energy above the lowest of the compared OMol25 structures with the same formula, charge and spin, kJ/mol: 249.4
HOMO-LUMO gap (spin up / spin down), eV: 9.489 / 9.490

***

3.
Here is 2 unconnected molecules or ions with the total composition C4H6NO in a non-equilibrium geometry from the OMol25 dataset. Energies are from the ωB97M-V functional and the def2-TZVPD basis.

Positions of all 12 atoms, in Å:
C -3.06 0.54 0.64
C -3.12 -0.37 -0.16
C -0.22 0.81 -0.61
C 2.60 -0.59 0.13
N 0.95 0.84 -0.51
O 2.19 0.69 -0.38
H -2.99 1.27 1.31
H -3.30 -1.30 -0.74
H -1.24 0.57 -0.51
H 2.43 -0.33 1.27
H 3.63 -0.66 -0.25
H 2.13 -1.46 -0.19

## Properties
Total charge: +1
M, u: 84.10
Calculated total energy, hartree: -285.483694
Energy above the lowest of the compared OMol25 structures with the same formula, charge and spin, kJ/mol: 626.2
HOMO-LUMO gap, eV: 10.044

***

4.
Here is a molecular structure, C4H6NO in a non-equilibrium geometry from the OMol25 dataset. Energies are from the ωB97M-V functional and the def2-TZVPD basis.

Positions of all 12 atoms, in Å:
C 0.71 -0.71 0.62
C 0.69 0.66 -0.89
C 1.80 -0.12 -0.23
C -1.59 0.16 -0.05
N -0.20 0.09 -0.18
O 2.96 -0.04 -0.14
H 0.32 -1.73 0.61
H 0.65 -0.21 1.61
H 0.25 1.59 -1.54
H -1.99 0.33 -1.08
H -1.80 -0.83 0.42
H -1.79 0.81 0.85

## Properties
Total charge: +1
M, u: 84.10
Calculated total energy, hartree: -285.637819
Energy above the lowest of the compared OMol25 structures with the same formula, charge and spin, kJ/mol: 221.6
HOMO-LUMO gap, eV: 9.821